Run A
C5H14N2 | wB97M-V/def2-TZVPD

Calculated values
spin multiplicity = 1
highest occupied orbital energy = -7.8 eV
structure (SMILES) = C[C@H](N)CN(C)C

Atoms and positions in Å:
N (0.46507, 0.56545, -0.74704)
N (-1.94722, -1.04636, 0.83132)
C (-0.43977, 0.92445, 0.35901)
C (1.44043, 1.52608, -1.25011)
C (0.51187, -1.03103, 1.54715)
C (-0.79659, -0.26377, 1.32760)
C (0.00787, -0.34231, -1.77363)
H (2.24101, 0.99916, -1.76330)
H (0.92463, 2.18586, -1.97469)
H (-2.38102, -1.45015, 1.65474)
H (-1.10287, 0.18072, 2.28167)
H (0.25746, -1.92361, 2.13069)
H (0.87225, -0.95760, -2.06218)
H (1.29756, -0.46661, 2.05593)
H (-0.76431, -0.94960, -1.31348)
H (-1.60616, -1.78792, 0.23425)
H (1.77318, 2.18829, -0.45491)
H (0.10730, 1.64578, 0.98520)
H (-1.37023, 1.32229, -0.06161)
H (0.95219, -1.45547, 0.65599)
H (-0.44265, 0.13637, -2.66261)

=====

Run B
C5H14N2 | wB97M-V/def2-TZVPD

Calculated values
spin multiplicity = 1
highest occupied orbital energy = -9.0 eV
structure (SMILES) = [H]/N=C/NC.CCC

Atoms and positions in Å:
N (1.38175, -0.91663, -1.65474)
N (0.32837, -2.70746, -0.61355)
C (1.27126, -1.84674, -0.67790)
C (-0.93008, 0.33227, 0.49580)
C (2.69531, -0.38542, -2.00095)
C (-2.19873, 0.91829, 1.08020)
C (-1.93932, 2.10895, 1.99944)
H (0.73028, -0.97932, -2.42105)
H (0.31407, -3.10922, 0.31820)
H (2.09269, -1.87474, 0.04335)
H (2.55159, 0.47082, -2.65220)
H (-1.44026, 2.91655, 1.46281)
H (3.31544, -1.15251, -2.47799)
H (-2.86221, 1.24083, 0.27351)
H (-1.08920, -0.46699, -0.22289)
H (-0.20870, 0.01734, 1.25578)
H (3.24568, -0.09602, -1.10529)
H (-2.70115, 0.13747, 1.65921)
H (-1.31740, 1.79703, 2.84424)
H (-0.38242, 1.10757, -0.05720)
H (-2.85699, 2.48794, 2.45121)

=====

Which structure is most stable? run B, by 9.9 kcal/mol over the runner-up.

=====

Run A
C5H14N2 | wB97M-V/def2-TZVPD

Calculated values
spin multiplicity = 1
highest occupied orbital energy = -8.2 eV
structure (SMILES) = CC[C@@H](N)CNC

Atoms and positions in Å:
N (1.68029, 1.22905, -0.70581)
N (-1.47902, -0.78346, -0.49874)
C (-2.53928, -1.02389, -1.45350)
C (0.87637, -0.20981, 1.07808)
C (-0.30004, -0.11603, -1.01706)
C (1.51976, 0.42067, 2.32872)
C (0.48634, 0.78870, -0.05280)
H (1.81018, 1.38535, -1.68686)
H (-0.09278, -0.51227, 1.49631)
H (-3.10700, -1.85796, -1.01831)
H (0.92707, 0.26929, 3.23800)
H (0.40366, -0.85045, -1.43650)
H (-0.50812, 0.38229, -1.98365)
H (-0.18340, 1.57808, 0.32955)
H (-2.19706, -1.36265, -2.43204)
H (-1.86792, -0.78880, 0.42225)
H (1.16610, -1.14787, 0.58272)
H (-3.34243, -0.26925, -1.62661)
H (1.70465, 1.49085, 2.13006)
H (2.53506, 1.37847, -0.20109)
H (2.50756, -0.00033, 2.50728)

=====

Run B
C5H14N2 | wB97M-V/def2-TZVPD

Calculated values
spin multiplicity = 1
highest occupied orbital energy = -7.3 eV
structure (SMILES) = C=C(C)NC.CN

Atoms and positions in Å:
N (-0.51731, 0.89336, -0.87561)
N (-1.01234, -0.84496, 0.86208)
C (1.20616, -0.84474, -1.13404)
C (-0.80431, 2.29856, -0.59526)
C (1.51296, 0.98161, 0.53443)
C (-0.81688, -2.22706, 1.23367)
C (0.71814, 0.33930, -0.34540)
H (-1.57637, -0.06599, 0.04645)
H (-0.82505, -0.25485, 1.66208)
H (-1.05987, 2.37886, 0.45957)
H (0.25797, -2.40172, 1.41072)
H (-1.33710, -2.52168, 2.15723)
H (1.58470, -0.52545, -2.10658)
H (1.18847, 1.84745, 1.08741)
H (-0.54840, 0.73994, -1.87888)
H (-1.60898, 2.63546, -1.24686)
H (0.40534, -1.56821, -1.29411)
H (2.33993, 0.44986, 0.97513)
H (-1.13881, -2.89849, 0.43071)
H (1.98566, -1.36783, -0.58815)
H (0.04609, 2.95657, -0.79457)

=====

Run C
C5H14N2 | wB97M-V/def2-TZVPD

Calculated values
spin multiplicity = 1
highest occupied orbital energy = -8.7 eV
structure (SMILES) = CCNC[C@@H](C)N

Atoms and positions in Å:
N (0.30979, -0.01503, -0.86447)
N (-1.38558, -0.06533, 2.46369)
C (1.25430, 0.69177, -3.01450)
C (0.77456, -1.10190, 1.68958)
C (0.35204, 1.06456, -1.84363)
C (-0.64831, -0.70597, 1.40217)
C (-0.72156, 0.22134, 0.13797)
H (-0.78599, 0.48338, 3.06206)
H (0.91995, -1.48390, 2.69829)
H (1.44529, -0.25399, 1.57161)
H (0.79329, 1.90700, -1.30604)
H (1.11065, 1.41313, -3.80356)
H (-1.71697, 0.19979, -0.32543)
H (-0.57343, 1.24725, 0.48993)
H (2.29035, 0.71898, -2.69216)
H (-2.04290, -0.64385, 2.95421)
H (0.12044, -0.87339, -1.36936)
H (-1.26527, -1.53415, 1.04040)
H (1.16849, -1.79372, 0.94584)
H (1.09368, -0.34558, -3.30609)
H (-0.64381, 1.33456, -2.21515)

=====

Which structure is most stable? run C, by 25.0 kcal/mol over the runner-up.

=====

Run A
C5H14N2 | wB97M-V/def2-TZVPD

Calculated values
spin multiplicity = 1
highest occupied orbital energy = -9.0 eV
structure (SMILES) = CC[C@@H](N)CNC

Atoms and positions in Å:
N (1.39708, 1.56436, -0.46431)
N (-1.73446, -0.36942, 0.37302)
C (2.55520, -1.14463, 0.54194)
C (0.63714, 0.46130, 0.18809)
C (-0.80761, 0.53959, -0.29855)
C (-3.07341, -0.24702, -0.23334)
C (1.23583, -0.88955, -0.20859)
H (0.66491, 0.62016, 1.27485)
H (-3.72329, -1.10258, -0.06422)
H (-3.04054, -0.14722, -1.32006)
H (0.47418, -1.64740, -0.03084)
H (2.30044, -1.15594, 1.59870)
H (-1.88688, -0.10923, 1.34172)
H (1.47524, -0.79364, -1.26868)
H (3.04540, -2.07122, 0.24042)
H (-3.52799, 0.69549, 0.11272)
H (3.28647, -0.38493, 0.26224)
H (-0.79841, 0.33892, -1.36993)
H (2.01431, 2.01042, 0.21418)
H (-1.21309, 1.55710, -0.15432)
H (0.71948, 2.27545, -0.73503)

=====

Run B
C5H14N2 | wB97M-V/def2-TZVPD

Calculated values
spin multiplicity = 1
highest occupied orbital energy = -8.5 eV
structure (SMILES) = CNCCCCN

Atoms and positions in Å:
N (2.07206, 0.75569, 0.51161)
N (-2.29777, -1.53860, -0.90685)
C (1.46936, 2.06215, 0.17704)
C (-1.66818, -0.15499, -0.71126)
C (0.36520, -1.05219, 0.64078)
C (-0.91050, -0.20702, 0.64001)
C (1.55629, -0.48058, -0.09347)
H (-0.65046, 0.83324, 0.81004)
H (-3.30721, -1.45210, -0.96717)
H (-2.42768, 0.60623, -0.59761)
H (0.77515, 1.96684, -0.66465)
H (2.22555, 2.78058, -0.13080)
H (0.07807, -2.02868, 0.24323)
H (2.38093, -1.17650, 0.08099)
H (0.66650, -1.27308, 1.66873)
H (-1.63615, -0.53768, 1.38075)
H (0.84733, 2.46985, 0.97848)
H (-2.00503, -1.80974, -1.83454)
H (1.47010, -0.43522, -1.17723)
H (2.00815, 0.74017, 1.52136)
H (-1.01171, -0.06837, -1.56944)

=====

Run C
C5H14N2 | wB97M-V/def2-TZVPD

Calculated values
spin multiplicity = 1
highest occupied orbital energy = -8.8 eV
structure (SMILES) = CCNC[C@@H](C)N

Atoms and positions in Å:
N (-0.01146, 0.01271, -1.16775)
N (-0.63217, -0.81091, 2.40527)
C (-0.53246, -1.07495, 0.98168)
C (-0.19274, 0.23930, 0.27087)
C (0.42096, 1.24589, -1.95657)
C (0.41383, -2.22159, 0.61722)
C (0.29100, 2.58625, -1.24222)
H (-1.48143, -1.32702, 0.51926)
H (-0.17315, 1.20236, -2.86171)
H (0.04747, -2.78004, -0.25416)
H (0.50133, -3.01204, 1.36740)
H (1.18483, 3.18380, -1.45280)
H (-1.03237, 0.90237, 0.46822)
H (0.65997, 0.69824, 0.78514)
H (0.32971, 2.47614, -0.16727)
H (1.44886, 1.04699, -2.14700)
H (-1.39508, -1.27319, 2.87593)
H (0.80560, -0.57715, -1.15434)
H (1.41766, -1.87249, 0.35094)
H (-0.56593, 3.12420, -1.54841)
H (0.23383, -1.03833, 2.87327)

=====

Which structure is most stable? run A, by 8.9 kcal/mol over the runner-up.

=====

Run A
C5H14N2 | wB97M-V/def2-TZVPD

Calculated values
spin multiplicity = 1
highest occupied orbital energy = -8.8 eV
structure (SMILES) = CCC[C@H](N)CN

Atoms and positions in Å:
N (-0.84753, -2.83613, 0.62284)
N (-1.46450, -0.43389, -1.34230)
C (-0.30345, 0.96975, 0.53873)
C (-1.22134, -1.40219, 0.84748)
C (0.80274, 1.82482, -0.30064)
C (-0.54635, -0.45695, -0.19565)
C (2.20680, 1.32937, -0.11181)
H (0.38135, -0.94283, -0.53581)
H (0.45531, 1.53529, -1.29770)
H (-2.14475, 0.32076, -1.20111)
H (-2.30012, -1.29879, 0.66774)
H (2.26558, 0.31155, -0.48709)
H (2.64212, 1.43188, 0.88108)
H (2.98515, 1.89324, -0.67404)
H (-0.87887, -0.10466, -2.10880)
H (-0.72265, -2.90983, -0.37991)
H (0.54918, 2.87688, -0.19215)
H (-1.26188, 1.33369, 0.92271)
H (0.42382, 0.74862, 1.33035)
H (0.04614, -2.95925, 1.08070)
H (-1.06674, -1.23132, 1.93539)

=====

Run B
C5H14N2 | wB97M-V/def2-TZVPD

Calculated values
spin multiplicity = 1
highest occupied orbital energy = -8.4 eV
structure (SMILES) = CN[C@H](C)CCN

Atoms and positions in Å:
N (-1.52439, -1.47572, 1.96183)
N (0.65360, 1.56781, -0.28590)
C (0.28551, 0.17174, -0.23165)
C (0.80374, -0.68585, -1.37611)
C (2.00094, 2.09013, 0.00403)
C (-1.19877, 0.03311, 0.04763)
C (-1.60361, -1.31114, 0.52501)
H (-1.76424, 0.36366, -0.81672)
H (-2.67286, -1.73418, 0.17951)
H (-2.20970, -1.07595, 2.45587)
H (1.98436, 3.12281, -0.25040)
H (0.38866, -0.53205, -2.47166)
H (-1.07678, -2.38334, 2.39725)
H (-0.98332, -1.96613, -0.10018)
H (0.58761, -1.82385, -1.28832)
H (0.20346, 1.93897, -1.15738)
H (2.19866, 1.83752, 1.01546)
H (0.74472, -0.34149, 0.64918)
H (-1.48228, 0.81739, 0.74253)
H (2.81339, 1.70541, -0.59991)
H (1.85128, -0.31888, -1.40007)

=====

Which structure is most stable? run A, by 16.9 kcal/mol over the runner-up.

=====

Run A
C4H7NO | wB97M-V/def2-TZVPD

Calculated values
spin multiplicity = 1
highest occupied orbital energy = -9.3 eV
structure (SMILES) = C=CN(C)C=O

Atoms and positions in Å:
O (-0.49533, -1.93101, -1.61176)
N (0.12773, -0.29258, -0.14938)
C (-0.78618, -1.08794, -0.78858)
C (1.54270, -0.51488, -0.40316)
C (-1.19080, 1.52801, 0.75032)
C (-0.24873, 0.59864, 0.87738)
H (1.67057, -0.78577, -1.45267)
H (-1.82318, -0.88314, -0.46729)
H (-1.69155, 1.70804, -0.19664)
H (0.28818, 0.45940, 1.81644)
H (1.94416, -1.32505, 0.21705)
H (2.09046, 0.40775, -0.19831)
H (-1.47225, 2.14288, 1.59855)

=====

Run B
C4H7NO | wB97M-V/def2-TZVPD

Calculated values
spin multiplicity = 1
highest occupied orbital energy = -8.5 eV
structure (SMILES) = c1cc[nH]c1.O

Atoms and positions in Å:
O (-3.08979, 6.52980, -2.21042)
N (0.85611, 1.08938, -0.16206)
C (0.82891, 0.75586, 1.98846)
C (-0.07418, -0.18373, 1.35149)
C (0.00000, 0.00000, 0.00000)
C (1.25018, 1.55830, 1.01508)
H (-0.43114, -0.57108, -0.82224)
H (0.98976, 1.44496, -1.11192)
H (1.75018, 2.52166, 1.11527)
H (1.13429, 0.82322, 3.03263)
H (-2.60443, 6.18693, -2.99472)
H (-0.65362, -0.98819, 1.80447)
H (-2.97423, 5.83453, -1.52376)

=====

Which structure is most stable? run A, by 1.6 kcal/mol over the runner-up.

=====

Run A
C4H7NO | wB97M-V/def2-TZVPD

Calculated values
spin multiplicity = 1
highest occupied orbital energy = -9.5 eV
structure (SMILES) = C1NC12COC2

Atoms and positions in Å:
O (0.14640, -1.94392, -0.18720)
N (-0.91638, 1.21016, 0.54564)
C (-0.13309, 0.12839, -0.00477)
C (-0.49745, -0.94904, -1.00638)
C (0.51821, -0.97774, 0.80611)
C (0.27687, 1.51061, -0.25976)
H (-1.55973, -1.14596, -1.18207)
H (-0.71425, 1.28749, 1.54254)
H (0.00812, -1.16146, 1.76361)
H (0.02783, 1.96470, -1.21718)
H (0.02931, -0.82867, -1.96282)
H (1.60139, -0.93051, 0.97793)
H (1.21275, 1.83597, 0.18436)

=====

Run B
C4H7NO | wB97M-V/def2-TZVPD

Calculated values
spin multiplicity = 1
highest occupied orbital energy = -8.0 eV

Atoms and positions in Å:
O (-1.73937, 0.14588, -0.09833)
N (0.16498, 1.50277, -0.39122)
C (0.51603, -0.72842, 0.38350)
C (1.01801, 0.41137, -0.48121)
C (-1.07680, 1.32242, -0.16970)
C (-0.91655, -1.02722, -0.08268)
H (1.11729, -1.63643, 0.30659)
H (-1.76371, 2.15819, -0.02803)
H (0.46674, -0.41469, 1.43405)
H (2.38914, 0.85068, 0.28798)
H (-0.92516, -1.45945, -1.08879)
H (-1.41160, -1.72216, 0.60324)
H (2.16099, 0.59707, -0.67542)

=====

Run C
C4H7NO | wB97M-V/def2-TZVPD

Calculated values
spin multiplicity = 1
highest occupied orbital energy = -9.0 eV

Atoms and positions in Å:
O (-1.73504, -0.28791, -0.28441)
N (0.37292, 0.25642, -1.93348)
C (-0.71552, 0.06745, 1.85944)
C (1.29181, -0.39476, -0.99828)
C (-0.75329, 0.07357, 0.35116)
C (0.47253, 0.60325, -0.28791)
H (0.31227, 1.31115, -1.37576)
H (2.34773, -0.21232, -1.19006)
H (-0.89276, 1.08618, 2.22203)
H (-1.49033, -0.59461, 2.25119)
H (0.27280, -0.23271, 2.22392)
H (1.04715, -1.44722, -0.85203)
H (-0.53028, -0.22848, -1.98582)

=====

Run D
C4H7NO | wB97M-V/def2-TZVPD

Calculated values
spin multiplicity = 1
highest occupied orbital energy = -9.7 eV
structure (SMILES) = C1=NC1.CC=O

Atoms and positions in Å:
O (-1.79898, 0.35325, -0.49249)
N (0.93957, 1.07958, 0.55944)
C (1.63627, 0.49627, -0.30311)
C (-0.76224, -1.57567, 0.49191)
C (0.88929, 1.60139, -0.87428)
C (-1.29665, -0.17034, 0.47881)
H (-1.25155, 0.36707, 1.44433)
H (1.37738, 2.55730, -1.05614)
H (-1.57021, -2.18298, 0.91747)
H (0.11976, -1.69071, 1.13402)
H (-0.55569, -1.92206, -0.52631)
H (-0.04505, 1.43694, -1.41987)
H (2.31811, -0.35005, -0.35377)

=====

Which structure is most stable? run A, by 7.4 kcal/mol over the runner-up.